# 1
Below is an isolated molecule of CH3NOS2 in a non-equilibrium geometry, with properties calculated with ωB97M-V/def2-TZVPD.

```
8
CH3NOS2 (ωB97M-V/def2-TZVPD)
S 0.3576 1.0760 -1.1736
S -1.4214 -0.8557 2.2591
O 1.6834 0.0692 -1.1628
N -0.7869 0.1167 -0.0311
C -0.4527 -0.0454 1.2654
H -1.4692 -0.4111 -0.6708
H 1.6053 -0.3473 -2.0723
H 0.4838 0.3976 1.5862
```

## Properties
- Highest occupied orbital energy: -8.624 eV
- Energy relative to the best compared isomer or geometry (same formula, charge and spin): 1.005 eV
- Calculated total energy: -26291.964 eV
- Gap between HOMO and LUMO: 8.635 eV
- SMILES string: OSNC=S

Mulliken atomic charge list, values in e, 6 entries: atom 1 (S): 0.1090, atom 2 (S): -0.3319, atom 3 (O): -0.4226, atom 4 (N): -0.3149, atom 5 (C): 0.0263, atom 6 (H): 0.3053


# 2
Below is a cluster of 2 separate species, CH6OS in total in a non-equilibrium geometry, with properties calculated with ωB97M-V/def2-TZVPD.

```
9
CH6OS (ωB97M-V/def2-TZVPD)
S 2.9926 -1.4989 -2.8736
O -6.2620 3.1936 2.6701
C 3.1920 -1.5361 -0.9934
H -5.5160 2.8866 2.1720
H 4.2436 -1.3798 -0.7905
H -5.9274 2.9744 3.5936
H 1.7547 -1.0246 -2.7084
H 2.5739 -0.9594 -0.2322
H 2.9486 -2.6558 -0.8375
```

## Properties
- Highest occupied orbital energy: -9.085 eV
- Energy relative to the best compared isomer or geometry (same formula, charge and spin): 0.665 eV
- Calculated total energy: -14016.179 eV
- Gap between HOMO and LUMO: 9.990 eV
- SMILES string: CS.O

Mulliken atomic charge list, values in e, 6 entries: atom 1 (S): -0.1888, atom 2 (O): -0.6400, atom 3 (C): -0.7184, atom 4 (H): 0.3139, atom 5 (H): 0.2360, atom 6 (H): 0.3262


# 3
Below is a cluster of 2 separate species, C4H13NOS in total in a non-equilibrium geometry, with properties calculated with ωB97M-V/def2-TZVPD.

```
20
C4H13NOS (ωB97M-V/def2-TZVPD)
S -1.5971 2.3536 -1.9009
O 1.8086 -2.1163 2.4848
N 0.5220 -0.7094 0.1529
C 0.4523 0.7099 -0.2407
C -1.8086 1.6687 -0.2122
C 0.9452 -1.6983 -0.8180
C -0.4937 1.5221 0.5827
H -1.7865 1.2260 -2.5616
H -2.5189 2.2795 0.3529
H -2.3056 0.6955 -0.1988
H -0.4530 -0.9052 0.4182
H 1.4964 -1.5005 1.8433
H 1.5312 0.9623 -0.1298
H 0.2070 -1.7934 -1.6163
H 1.3388 -2.9262 2.4521
H 1.1325 -2.6710 -0.3455
H 1.9608 -1.5056 -1.1664
H 0.2770 0.7530 -1.3363
H -0.0653 2.5253 0.6510
H -0.6430 1.1301 1.5885
```

## Properties
- Net charge: +1
- Highest occupied orbital energy (alpha / beta): -13.910 / -13.345 eV
- Energy relative to the best compared isomer or geometry (same formula, charge and spin): 1.685 eV
- Expectation value of S²: 0.76
- Calculated total energy: -18721.975 eV
- Gap between HOMO and LUMO (alpha / beta): 10.567 / 4.602 eV
- 2S+1: 2

Mulliken atomic charge list, values in e, 6 entries: atom 1 (S): -0.0776, atom 2 (O): -0.6224, atom 3 (N): -0.1316, atom 4 (C): -0.2546, atom 5 (C): -0.6510, atom 6 (C): -0.8428


# 4
Below is a cluster of 2 separate species, C2H8NOS in total, with properties calculated with ωB97M-V/def2-TZVPD.

```
13
C2H8NOS (ωB97M-V/def2-TZVPD)
S -0.1368 1.2744 2.0591
O 1.5000 -1.0708 0.5243
N -0.5159 -1.3530 -0.7655
C -0.7879 1.9472 0.4718
C 0.9095 -1.1350 -0.7587
H -0.6791 -2.2974 -0.4255
H 0.8425 -0.6850 1.1388
H -0.9373 -0.7514 -0.0605
H 0.0597 2.0984 -0.1856
H 1.3845 -1.9589 -1.2871
H -1.4744 1.2529 -0.0348
H -1.3128 2.8852 0.6156
H 1.1480 -0.2066 -1.2919
```

## Properties
- Net charge: -1
- Highest occupied orbital energy: -2.547 eV
- Energy relative to the best compared isomer or geometry (same formula, charge and spin): 0.473 eV
- Calculated total energy: -16577.355 eV
- Gap between HOMO and LUMO: 6.723 eV

Mulliken atomic charge list, values in e, 6 entries: atom 1 (S): -0.6851, atom 2 (O): -0.5184, atom 3 (N): -0.6091, atom 4 (C): -0.7838, atom 5 (C): -0.2151, atom 6 (H): 0.2268


# 5
Below is an isolated molecule of C4H3BrO in a non-equilibrium geometry, with properties calculated with ωB97M-V/def2-TZVPD.

```
9
C4H3BrO (ωB97M-V/def2-TZVPD)
Br 1.4568 1.7421 4.8057
O 1.7496 0.1056 2.7629
C -0.1141 0.6947 0.3626
C 1.1491 -0.6485 2.0299
C 0.4257 -0.4983 0.7310
C 2.5447 0.6701 3.4984
H -0.7613 0.6981 -0.4742
H -0.1437 1.5840 0.9800
H 0.3843 -1.4543 0.0954
```

## Properties
- Highest occupied orbital energy: -8.521 eV
- Energy relative to the best compared isomer or geometry (same formula, charge and spin): 5.927 eV
- Calculated total energy: -76278.976 eV
- Gap between HOMO and LUMO: 7.418 eV

Mulliken atomic charge list, values in e, 6 entries: atom 1 (Br): -0.1926, atom 2 (O): 0.2455, atom 3 (C): -0.6526, atom 4 (C): -0.1338, atom 5 (C): 0.0402, atom 6 (C): -0.1427


# 6
Below is a structure of composition C9H18Cl3CoI2O3P2 in a non-equilibrium geometry, with properties calculated with ωB97M-V/def2-TZVPD.

```
38
C9H18Cl3CoI2O3P2 (ωB97M-V/def2-TZVPD)
I -0.1637 2.1718 -1.2653
I -0.2602 -2.6654 -3.3337
Co 0.0124 0.0886 -0.4852
Cl 0.0002 2.1913 4.7664
Cl -1.5335 -0.1714 4.1615
Cl 1.5201 -0.1788 4.1627
P -2.2123 -0.1401 -0.5171
P 2.2140 -0.1452 -0.4877
O -0.0095 -0.0381 1.4874
O 0.0017 2.1814 2.0243
O 0.2220 -0.3918 -3.4962
C 0.0846 -0.3737 -2.2443
C -2.6132 -1.5170 0.5425
C 2.9131 1.3810 0.2078
C -0.0041 0.9880 2.2949
C 2.6018 -1.5318 0.5657
C -0.0047 0.6944 3.8582
C -2.9142 1.3866 0.1853
C -2.9242 -0.3755 -2.1461
C 2.9647 -0.3924 -2.0995
H -2.1198 -1.3559 1.5113
H 2.1064 -1.3759 1.5330
H 4.0469 -0.4090 -1.9950
H -4.0081 -0.3845 -2.0571
H -2.5757 -1.3181 -2.5688
H -2.6444 2.2487 -0.4331
H 3.6869 -1.5797 0.6943
H 4.0028 1.2747 0.2631
H 2.5012 1.5574 1.2094
H 2.7018 0.4070 -2.7896
H 2.2164 -2.4326 0.0779
H 2.6240 -1.3344 -2.5236
H -2.6424 0.4216 -2.8292
H -4.0042 1.2826 0.2361
H -3.7006 -1.5482 0.6627
H 2.6423 2.2380 -0.4138
H -2.2320 -2.4210 0.0564
H -2.4963 1.5673 1.1844
```

## Properties
- Net charge: +2
- Highest occupied orbital energy (alpha / beta): -15.876 / -16.071 eV
- Energy relative to the best compared isomer or geometry (same formula, charge and spin): 0.005 eV
- Expectation value of S²: 6.05
- Calculated total energy: -125721.053 eV
- Gap between HOMO and LUMO (alpha / beta): 7.441 / 5.102 eV
- 2S+1: 5

Mulliken atomic charge list, values in e, 6 entries: atom 1 (I): 0.4488, atom 2 (I): 0.1520, atom 3 (Co): -0.4008, atom 4 (Cl): -0.0580, atom 5 (Cl): -0.1083, atom 6 (Cl): -0.1076


# 7
Below is an isolated molecule of C25H24N6O2 in a non-equilibrium geometry, with properties calculated with ωB97M-V/def2-TZVPD.

```
57
C25H24N6O2 (ωB97M-V/def2-TZVPD)
O -1.2323 2.7753 -0.8760
O 4.4557 -3.0437 1.9044
N -2.7085 2.3119 -2.5221
N -1.3091 -0.7858 2.9109
N -3.5950 0.3634 -0.3321
N -3.1963 0.1237 1.9980
N -1.7537 -0.4095 -1.7009
N -0.5308 -0.9209 -1.4891
C -3.9510 4.7545 -1.0879
C 3.3214 -2.4691 1.3970
C -1.9813 -0.3949 1.8128
C -1.4781 -0.5181 0.5018
C -3.6112 -0.2313 -3.3111
C -0.3293 -0.9969 -0.1904
C -1.7492 1.4839 -3.2102
C 5.4371 -2.2686 2.4669
C 7.2329 -2.1405 4.0548
C 2.7227 -3.0996 0.3088
C 7.5403 -0.8654 3.6099
C -2.3671 -0.1331 -0.5302
C -3.4061 3.6465 -0.6189
C 2.7179 -1.3496 1.9618
C 5.7545 -0.9951 2.0067
C -3.9088 0.4743 0.9395
C -2.1143 -0.0032 -3.0375
C -4.0835 2.2067 -2.9777
C -4.2554 1.0126 -3.9164
C 6.8017 -0.3006 2.5842
C 6.1858 -2.8428 3.4895
C -2.3593 2.8629 -1.3347
C 0.9222 -1.5023 0.3585
C 1.5315 -0.8707 1.4406
C 1.5385 -2.6168 -0.2065
H -3.7255 5.1274 -2.0737
H 3.2036 -3.9667 -0.1165
H -0.7687 1.6738 -2.7665
H -1.4808 -0.5991 -3.7020
H 3.1784 -0.8575 2.8064
H 5.1898 -0.5592 1.1953
H -3.7482 -1.0854 -3.9748
H -1.7182 1.7492 -4.2701
H -0.4298 -1.2647 2.8330
H -4.6333 5.3459 -0.5000
H 1.0924 0.0261 1.8535
H -3.8180 1.2266 -4.8931
H -4.1103 -0.4453 -2.3661
H 8.3555 -0.3165 4.0563
H -5.3215 0.8385 -4.0646
H 7.0435 0.6880 2.2231
H -4.8878 0.8867 1.1519
H 7.8091 -2.5907 4.8494
H 5.9345 -3.8379 3.8222
H -1.7755 -0.7114 3.7973
H -3.5980 3.3076 0.3900
H 1.0758 -3.0950 -1.0554
H -4.3802 3.1274 -3.4951
H -4.7286 2.0750 -2.1045
```

## Properties
- Highest occupied orbital energy: -8.062 eV
- Energy relative to the best compared isomer or geometry (same formula, charge and spin): 0.248 eV
- Calculated total energy: -39350.671 eV
- Gap between HOMO and LUMO: 8.809 eV
- SMILES string: C=CC(=O)N1CCC[C@H](n2nc(-c3ccc(Oc4ccccc4)cc3)c3c(N)ncnc32)C1

Mulliken atomic charge list, values in e, 6 entries: atom 1 (O): -0.6562, atom 2 (O): -0.4708, atom 3 (N): 0.2962, atom 4 (N): -0.3438, atom 5 (N): -0.3158, atom 6 (N): -0.7272


# 8
Below is a cluster of 8 separate species, C5H27N2O7 in total in a non-equilibrium geometry, with properties calculated with ωB97M-V/def2-TZVPD.

```
41
C5H27N2O7 (ωB97M-V/def2-TZVPD)
O -4.4119 0.9942 -0.6074
O -3.8683 -2.1605 0.1638
O -2.4037 2.1745 -1.9077
O -0.9650 2.0512 0.3428
O -2.2947 -1.1783 3.0854
O -1.1820 -2.3870 -0.9216
O -0.0533 -1.6464 -3.5429
N 0.6523 0.1479 1.1806
N 3.7679 -0.4408 -1.6214
C 3.3860 2.0202 0.1122
C 3.4037 0.5974 0.5400
C 3.0682 0.3839 1.9892
C 3.6048 -0.4796 -0.2141
C 1.5766 0.6204 2.3174
H 4.2964 0.3577 -1.9467
H -4.0167 -3.0182 -0.2377
H 3.7629 -1.4744 0.1767
H -0.6602 -2.2172 -4.0285
H 0.7336 -1.6169 -4.0999
H -1.5681 -3.2227 -1.2092
H 3.5196 1.1970 2.5573
H -2.0089 2.9598 -2.3048
H -0.0156 -0.4264 1.6840
H 4.1045 2.6165 0.6740
H -0.8705 -2.0590 -1.7860
H -3.2777 2.4455 -1.5995
H -1.3038 2.0573 -0.5881
H -1.7770 2.1374 0.8619
H 0.2451 0.9749 0.6876
H 1.2114 1.6120 2.5540
H -2.0567 -2.1097 3.1502
H -3.6233 -2.2058 1.0885
H 1.0714 -0.4411 0.4592
H 1.2953 0.0140 3.1591
H 4.2195 -1.2804 -1.9609
H 3.5206 2.1405 -0.9529
H -5.1334 1.0215 0.0315
H -2.5990 -0.9023 3.9619
H -4.1116 0.0744 -0.5221
H 2.4328 2.5028 0.3859
H 3.3979 -0.5142 2.4895
```

## Properties
- Net charge: +1
- Highest occupied orbital energy: -11.196 eV
- Energy relative to the best compared isomer or geometry (same formula, charge and spin): 1.956 eV
- Calculated total energy: -22930.148 eV
- Gap between HOMO and LUMO: 8.823 eV

Mulliken atomic charge list, values in e, 6 entries: atom 1 (O): -0.6036, atom 2 (O): -0.5555, atom 3 (O): -0.6946, atom 4 (O): -0.7426, atom 5 (O): -0.6409, atom 6 (O): -0.5599